This record from OMol25 describes C24H38F6HfN6O5P3 as an isolated structure. The level of theory is wB97M-V/def2-TZVPD.

Each line ends with the Mulliken spin population.
Cartesian coordinates (Å):
Hf: -0.411 0.831 0.730  -0.009
O: -1.965 -0.326 1.043  0.003
C: -3.089 -0.205 1.766  -0.002
C: -4.123 -1.110 1.557  0.002
C: -5.295 -1.018 2.286  0.000
C: -5.461 -0.028 3.250  0.000
C: -4.438 0.864 3.473  0.002
C: -3.240 0.806 2.741  -0.002
C: -2.255 1.811 3.054  0.006
N: -1.134 2.039 2.464  0.001
C: -0.307 3.153 2.976  0.005
C: 1.061 3.197 2.267  -0.004
N: 1.378 1.801 1.939  0.053
C: 2.328 1.244 2.580  -0.029
C: 2.473 -0.196 2.765  0.206
C: 3.673 -0.759 3.112  -0.007
C: 3.734 -2.091 3.559  0.258
C: 2.565 -2.850 3.737  -0.049
C: 1.346 -2.312 3.434  0.192
C: 1.253 -0.981 2.886  0.037
O: 0.138 -0.512 2.567  0.296
H: -3.990 -1.889 0.818  0.000
H: -6.089 -1.730 2.105  0.000
H: -6.379 0.037 3.817  0.000
H: -4.554 1.640 4.220  0.000
H: -2.519 2.450 3.899  0.001
H: -0.151 3.006 4.047  0.000
H: -0.830 4.097 2.823  -0.001
H: 1.812 3.622 2.933  0.001
H: 1.017 3.784 1.356  0.002
H: 3.015 1.867 3.159  0.009
H: 4.585 -0.175 3.074  0.004
H: 4.695 -2.520 3.810  -0.001
H: 2.637 -3.857 4.125  0.005
H: 0.419 -2.856 3.556  0.002
C: 1.429 -3.830 -2.341  0.000
N: 1.671 -3.009 -1.153  -0.001
C: 2.302 -3.716 -0.038  0.000
P: 1.645 -1.393 -1.088  0.006
O: 0.948 -0.843 0.136  0.010
O: 0.814 -1.010 -2.415  0.000
P: -0.260 0.207 -2.519  0.000
O: 0.120 1.098 -1.350  -0.001
N: -0.131 1.037 -3.881  0.000
C: -0.634 0.534 -5.162  0.000
C: 0.598 2.309 -3.971  0.000
N: -1.682 -0.554 -2.467  0.000
C: -2.913 0.187 -2.788  0.000
C: -1.920 -1.928 -2.025  0.000
N: 3.161 -0.810 -1.172  -0.002
C: 4.142 -1.442 -2.060  0.000
C: 3.446 0.601 -0.909  0.000
H: 2.362 -4.270 -2.701  0.000
H: 0.995 -3.236 -3.139  0.000
H: 0.742 -4.638 -2.086  0.000
H: 3.308 -4.053 -0.300  0.000
H: 1.698 -4.586 0.222  -0.001
H: 2.362 -3.067 0.834  0.006
H: -1.129 -0.425 -5.029  0.000
H: 0.191 0.409 -5.864  0.000
H: -1.346 1.247 -5.578  0.000
H: -0.069 3.071 -4.371  0.000
H: 1.455 2.196 -4.636  0.000
H: 0.928 2.627 -2.987  0.000
H: -2.686 1.220 -3.036  0.000
H: -3.575 0.182 -1.921  0.000
H: -3.419 -0.287 -3.630  0.000
H: -0.989 -2.437 -1.794  0.000
H: -2.437 -2.479 -2.812  0.000
H: -2.540 -1.919 -1.129  0.000
H: 3.943 -2.506 -2.154  0.000
H: 5.135 -1.312 -1.630  0.000
H: 4.133 -0.990 -3.054  0.000
H: 2.666 1.042 -0.297  0.001
H: 3.517 1.168 -1.841  0.000
H: 4.399 0.682 -0.385  0.000
F: -2.301 1.855 -0.157  0.001
P: -2.101 3.529 -0.526  0.000
F: -1.585 3.076 -1.967  0.000
F: -0.512 3.164 0.071  0.002
F: -1.680 5.012 -0.782  0.000
F: -2.520 3.842 0.976  0.000
F: -3.580 3.613 -1.024  0.000

Results
**Charge**: +2
**Spin multiplicity**: 2
**DFT total energy**: -3313.4545 a.u.
**LUMO energy (alpha / beta)**: -6.0 / -8.5 eV
**Energy above the lowest of the compared OMol25 structures with the same formula, charge and spin**: 0.782 eV